Arrangement one

A 2-piece molecular cluster, C2H3N5O overall, computed with ωB97M-V with the def2-TZVPD basis set.

Properties
**LUMO**: -0.055 hartree
**Frontier orbital gap**: 7.88 eV
**HOMO level**: -9.367 eV

Element x y z (Å)
C -0.480 0.306 0.068
C 1.686 0.938 0.020
H -1.955 -1.056 0.086
H 2.416 1.669 -0.385
H 2.932 -1.025 -0.496
N -1.736 0.776 0.109
N 0.464 1.357 -0.197
N 1.986 -0.451 0.432
N 1.004 -1.329 -0.216
N -0.199 -0.953 -0.094
O -2.657 -0.358 0.005

Want to see where the charge sits? The Mulliken charges in e are:
1. C 0.445
2. C 0.063
3. H 0.453
4. H 0.321
5. H 0.397
6. N -0.284
7. N -0.347
8. N -0.286
9. N -0.316
10. N -0.105
11. O -0.340



Arrangement two

One molecule with the formula C2H3N5O, computed with ωB97M-V with the def2-TZVPD basis set.

Properties
**LUMO**: -0.038 hartree
**Structure (SMILES)**: [H]/N=c1\nnnc(O)[nH]1
**Frontier orbital gap**: 8.58 eV
**HOMO level**: -9.620 eV

Element x y z (Å)
C -0.783 0.282 -0.708
C 1.259 -0.021 0.458
H -2.329 0.197 -1.758
H 3.066 -0.390 0.902
H 0.755 1.477 -1.146
N -1.531 -0.532 0.117
N -0.791 -0.941 1.260
N 0.522 -0.804 1.267
N 2.546 0.151 0.275
N 0.398 0.860 -0.380
O -1.544 0.752 -1.784

Want to see where the charge sits? The Mulliken charges in e are:
1. C 0.527
2. C 0.493
3. H 0.389
4. H 0.284
5. H 0.313
6. N -0.297
7. N -0.299
8. N -0.149
9. N -0.635
10. N -0.159
11. O -0.467



Which one sits at the top of the stability order? arrangement two does.